{
  "formula": "C17H7BCl48N3O4",
  "method": "wB97M-V/def2-TZVPD",
  "gap_ev": 6.56,
  "total_charge": 1,
  "lumo_ev": -5.575,
  "multiplicity": 1,
  "max_force_ha_per_bohr": 0.1235,
  "elements": ["O", "N", "O", "C", "C", "C", "N", "N", "C", "B", "O", "O", "C", "H", "H", "H", "H", "H", "H", "H", "C", "Cl", "Cl", "Cl", "Cl", "C", "Cl", "Cl", "Cl", "Cl", "C", "Cl", "Cl", "Cl", "Cl", "C", "Cl", "Cl", "Cl", "Cl", "C", "Cl", "Cl", "Cl", "Cl", "C", "Cl", "Cl", "Cl", "Cl", "C", "Cl", "Cl", "Cl", "Cl", "C", "Cl", "Cl", "Cl", "Cl", "C", "Cl", "Cl", "Cl", "Cl", "C", "Cl", "Cl", "Cl", "Cl", "C", "Cl", "Cl", "Cl", "Cl", "C", "Cl", "Cl", "Cl", "Cl"],
  "coordinates": [[3.199948, -6.786965, -1.000260], [3.882177, -5.892384, -1.491720], [4.006898, -6.059801, -2.830142], [3.747424, -4.685482, -3.364222], [2.288059, -4.225086, -2.775437], [2.022117, -2.784274, -1.967070], [0.621506, -2.566305, -1.473681], [-0.528537, -3.276310, -1.565402], [-0.494141, -4.586430, -2.253001], [-1.826084, -5.576960, -2.404119], [-1.787210, -6.901393, -1.689000], [-3.019767, -5.277650, -3.218895], [0.917171, -5.118561, -2.863632], [3.785959, -4.658951, -4.556908], [4.597390, -3.983358, -2.932630], [2.903201, -2.002713, -1.769557], [0.517584, -1.649320, -0.935975], [-0.796198, -7.056637, -1.540905], [-2.843345, -4.576949, -3.916475], [0.930958, -6.176818, -3.394607], [2.480233, -0.618140, 1.376796], [2.568151, 1.041211, 0.733845], [0.895386, -0.872207, 2.150315], [2.684247, -1.783006, 0.044137], [3.773149, -0.858556, 2.578887], [-1.419767, 2.321860, 1.256796], [-2.882437, 2.284700, 2.273543], [-1.088164, 0.686069, 0.633219], [-1.673888, 3.437801, -0.108713], [-0.034577, 2.878873, 2.229135], [2.480233, 5.621860, 3.406796], [3.032856, 6.303124, 4.957618], [0.785341, 6.091775, 3.121942], [3.499920, 6.247326, 2.086361], [2.602817, 3.845217, 3.461263], [7.280233, 1.207575, 2.035367], [7.428205, 0.092878, 3.417437], [6.494319, 0.366458, 0.675410], [6.297362, 2.615627, 2.510624], [8.901047, 1.755337, 1.537999], [-4.719767, -0.704925, 0.085367], [-3.150466, -1.548462, 0.067967], [-4.495198, 0.978519, -0.453340], [-5.851818, -1.533900, -1.012711], [-5.381584, -0.715858, 1.739554], [3.248182, -9.036977, 1.919982], [3.085220, -9.974770, 3.426152], [4.005148, -10.052582, 0.666918], [1.636506, -8.515168, 1.367957], [4.265853, -7.605388, 2.218902], [-8.151818, 1.373023, -2.280018], [-7.505640, 1.845802, -0.688322], [-6.803532, 0.965497, -3.371195], [-9.213602, -0.045409, -2.092448], [-9.084500, 2.726202, -2.968106], [11.886398, 4.283967, 3.112744], [11.974316, 5.943317, 2.469793], [10.301551, 4.029899, 3.886263], [12.090411, 3.119100, 1.780085], [13.179314, 4.043550, 4.314835], [-10.013602, 5.033967, 0.937744], [-9.925684, 6.693317, 0.294793], [-11.598449, 4.779899, 1.711263], [-9.809589, 3.869100, -0.394915], [-8.720686, 4.793550, 2.139835], [-3.098449, 5.510658, -3.500949], [-2.894240, 5.683830, -5.262446], [-4.009117, 4.019421, -3.152354], [-1.497788, 5.424613, -2.723133], [-3.992651, 6.914768, -2.865864], [-5.798449, -5.782199, 0.399051], [-5.152271, -5.309420, 1.990746], [-4.450162, -6.189725, -0.692126], [-6.860233, -7.200631, 0.586621], [-6.731131, -4.429020, -0.289038], [1.401551, 9.557801, 0.839051], [0.660777, 8.131747, 0.069516], [0.189713, 10.857075, 0.973055], [1.984784, 9.119665, 2.464594], [2.770930, 10.122717, -0.150962]],
  "atomic_forces_ev_per_a": [[2.7270, 2.8192, -1.6900], [-2.5204, -3.0164, 3.1745], [-0.8892, 1.6288, -2.2402], [0.1745, 0.9813, 0.2747], [-4.7255, 1.5991, 1.5711], [-2.3693, -4.9824, -3.1463], [2.5330, -0.5711, -1.6015], [2.1648, -3.3679, -2.3819], [4.5236, 2.1755, -0.0646], [-2.4965, -1.9264, -0.0974], [2.3051, 3.8386, -2.2649], [4.0805, 0.2832, 1.0317], [0.6903, 2.9151, 1.1522], [-0.2260, -0.4548, 2.8496], [-1.9432, -1.2661, -0.9096], [-2.4341, -1.8870, -1.6611], [-0.0748, -1.6375, -0.8763], [-2.1012, 0.0308, 0.1958], [-0.3686, -1.0521, 1.4459], [0.0961, 2.4173, 1.2197], [0.3070, 0.7089, 1.3299], [0.0475, -0.6490, 0.0391], [1.0001, -0.5211, -0.0420], [0.8389, 1.5027, 3.3423], [-0.4340, 0.0299, -0.3733], [-0.0877, 0.3510, 0.0871], [0.4829, -0.0204, -0.1820], [-0.4389, 0.9956, -0.1694], [0.0875, -0.3415, 0.3687], [-0.5869, -0.2702, -0.3714], [-0.0770, 0.3178, -0.0235], [-0.1434, -0.1973, -0.4289], [0.4220, -0.2824, 0.1718], [-0.1166, -0.4636, 0.2952], [0.2227, 0.3108, 0.1038], [0.2124, 0.1691, 0.0808], [-0.0693, 0.2426, -0.3370], [0.1683, 0.1525, 0.1467], [0.1829, -0.3647, -0.1293], [-0.5527, -0.2242, 0.1256], [-0.2727, 0.1928, -0.0078], [-0.5620, -0.3639, -0.1132], [0.3530, -0.5869, 0.0595], [0.4797, 0.5717, 0.2222], [0.2012, -0.0193, -0.4570], [0.1078, -0.1294, 0.0885], [0.0305, 0.2948, -0.4579], [-0.2025, 0.2821, 0.2958], [0.2549, -0.1211, 0.1519], [-0.2293, -0.3120, -0.0553], [-0.0268, -0.0086, 0.1252], [-0.2050, -0.3640, -0.5449], [-0.2902, 0.1563, 0.1485], [0.2702, 0.3573, -0.0469], [0.3662, -0.5950, -0.2971], [0.0359, 0.1089, 0.1089], [-0.0306, -0.4486, 0.1552], [0.3889, 0.0973, -0.1429], [-0.0101, 0.2361, 0.2575], [-0.3535, 0.0483, -0.3408], [-0.1714, -0.0369, -0.0017], [-0.0035, -0.4159, 0.1593], [0.3960, 0.0770, -0.1638], [-0.4881, 0.9504, 0.7839], [-0.2439, 0.0402, -0.2512], [-0.1540, 0.1379, -0.0845], [-0.0354, -0.0631, 0.4819], [0.1857, 0.2852, -0.0556], [-0.2844, 0.0576, -0.2014], [0.2678, -0.4131, -0.1584], [-0.1601, -0.0698, -0.0017], [-0.1375, -0.0705, -0.3796], [-0.5275, 0.0290, 0.4567], [0.3195, 0.3682, -0.0507], [0.1790, -0.6679, 0.3052], [0.0165, 0.1135, 0.0614], [0.1426, 0.2904, 0.1331], [0.3145, -0.3590, -0.0449], [-0.1970, 0.5438, -0.3975], [-0.3356, -0.1674, 0.2444]]
}

---

{
  "formula": "C17H9BaClF9N2O5",
  "method": "wB97M-V/def2-TZVPD",
  "e_above_lowest_kcal_mol": 10.5,
  "gap_ev": 7.92,
  "total_charge": -1,
  "lumo_ev": 2.549,
  "multiplicity": 1,
  "max_force_ha_per_bohr": 0.0351,
  "elements": ["Ba", "O", "N", "N", "O", "C", "C", "C", "C", "C", "C", "H", "H", "H", "H", "H", "Cl", "C", "C", "C", "C", "O", "C", "C", "O", "C", "H", "H", "H", "H", "F", "C", "F", "F", "C", "O", "C", "F", "F", "F", "C", "F", "F", "F"],
  "coordinates": [[-0.009921, 0.397948, -0.320383], [0.140640, 1.723498, 1.803477], [1.116946, 1.826727, 2.594416], [2.170005, 1.201742, 2.201581], [2.214561, 0.511819, 1.093619], [3.317271, 1.250553, 3.042120], [4.416155, 0.480856, 2.690982], [5.551628, 0.503123, 3.488382], [5.595812, 1.288409, 4.629046], [4.490395, 2.059489, 4.970900], [3.351858, 2.048732, 4.185576], [4.353102, -0.119449, 1.795589], [6.407525, -0.099884, 3.212651], [6.483420, 1.304232, 5.248777], [4.515637, 2.679524, 5.858195], [2.489772, 2.645070, 4.441994], [-2.779287, -6.752792, -2.100242], [-1.918718, -5.249089, -1.874484], [-0.899057, -4.895367, -2.776550], [-0.208739, -3.729513, -2.613112], [-0.475178, -2.820602, -1.534093], [0.200986, -1.759981, -1.392043], [-1.542173, -3.204877, -0.646207], [-1.970005, -2.389387, 0.454659], [-1.560745, -1.279468, 0.784632], [-2.230333, -4.420676, -0.838735], [-0.669401, -5.559288, -3.600446], [0.578845, -3.453727, -3.302783], [-2.778099, -2.846840, 1.058645], [-3.023121, -4.688747, -0.149309], [-2.435644, 3.946812, -0.503346], [-3.028270, 2.838682, -0.963289], [-3.029254, 1.946667, 0.042855], [-4.313406, 3.150923, -1.220616], [-2.242892, 2.253651, -2.186338], [-1.036029, 1.855118, -1.792714], [-3.035274, 1.031119, -2.761794], [-2.384289, 0.488568, -3.798908], [-3.137160, 0.071417, -1.820058], [-4.283681, 1.318038, -3.179674], [-2.136300, 3.351552, -3.292054], [-1.524171, 2.866788, -4.383656], [-3.333205, 3.837198, -3.688494], [-1.410208, 4.391433, -2.858766]],
  "atomic_forces_ev_per_a": [[1.0487, 0.0367, 0.4953], [0.1761, 0.4138, 0.7799], [0.0217, 0.0932, 0.1365], [-0.1456, -0.0284, -0.1098], [0.2099, 0.0628, 0.1434], [0.1348, 0.0607, 0.1431], [-0.0414, -0.0277, -0.0811], [0.0014, 0.0223, 0.0304], [0.0234, 0.0030, 0.0205], [0.0127, -0.0198, -0.0239], [-0.0596, -0.0200, -0.0472], [0.0050, 0.0010, 0.0068], [-0.0036, -0.0059, -0.0111], [-0.0003, -0.0026, -0.0033], [-0.0027, 0.0021, 0.0008], [0.0044, 0.0026, 0.0065], [-0.0305, -0.0623, -0.0194], [0.0130, 0.0180, 0.0001], [-0.0273, 0.0377, 0.0592], [0.0589, 0.0013, -0.0043], [-0.1043, -0.1914, 0.0258], [0.0216, -1.0110, -0.5003], [0.1528, -0.0224, -0.2212], [-0.1080, 0.0148, 0.1481], [-0.4816, -0.6432, 0.2153], [-0.0052, 0.0516, 0.0354], [0.0013, -0.0024, -0.0042], [-0.0011, 0.0126, 0.0070], [0.0072, 0.0188, 0.0149], [-0.0018, -0.0012, -0.0010], [-0.0674, -0.0702, 0.0016], [-0.0089, 0.0214, -0.0080], [-0.0008, 0.0676, -0.0546], [0.0804, -0.0346, 0.0583], [-0.0664, 0.0615, -0.0891], [-0.8714, 1.1106, -1.1226], [-0.0149, -0.0156, -0.0524], [-0.0996, -0.0034, 0.1304], [-0.0069, 0.0916, -0.1232], [0.1250, -0.0927, 0.0446], [0.0506, 0.0296, -0.0037], [-0.0622, 0.1450, 0.0998], [0.1335, -0.0118, 0.0133], [-0.0708, -0.1134, -0.1365]]
}